# 1
46
Properties=species:S:1:pos:R:3 method="wB97M-V/def2-TZVPD" relative_energy_ev=0.000 lumo_ev="4.24 / 4.23" total_charge=-2
C -2.238 0.372 -3.030
I -1.437 1.024 -4.799
H -3.094 -0.244 -3.176
H -1.411 -0.403 -2.703
H -2.381 1.013 -2.130
C 0.461 4.108 2.117
C -0.735 4.341 1.512
N -1.036 3.201 0.757
C -0.038 2.272 0.877
N 0.883 2.843 1.712
H 1.044 4.716 2.774
H -1.388 5.183 1.546
C 2.264 -3.795 -1.029
C 0.767 -2.126 -0.647
N 2.087 -2.439 -0.774
H 0.708 -5.360 -1.188
N 0.115 -3.325 -0.773
H 3.228 -4.226 -1.172
Bi 0.170 0.143 -0.070
C -2.177 -0.629 0.471
O -3.069 -0.838 -0.200
C 1.018 -4.351 -1.038
C -1.306 -3.567 -0.639
H -1.448 -4.650 -0.724
H -1.882 -3.082 -1.443
H -1.674 -3.245 0.346
C 3.185 -1.511 -0.601
H 4.087 -1.958 -1.037
H 3.363 -1.314 0.471
H 2.965 -0.558 -1.108
C 2.107 2.209 2.164
H 2.852 2.986 2.352
H 2.476 1.522 1.393
H 1.943 1.637 3.086
C -2.240 3.068 -0.041
H -2.002 2.951 -1.107
H -2.824 3.978 0.098
H -2.835 2.206 0.279
F 1.851 -2.282 5.326
C 1.184 -1.300 4.670
F 0.092 -0.969 5.402
F 1.987 -0.227 4.586
S 0.694 -1.870 2.936
O 1.978 -1.983 2.239
O -0.088 -3.075 3.147
O -0.160 -0.709 2.435

---

# 2
42
Properties=species:S:1:pos:R:3 method="wB97M-V/def2-TZVPD" relative_energy_ev=6.257 lumo_ev=2.52 total_charge=-1
Zn -1.087 -0.087 0.632
C 2.094 0.239 1.897
C 1.978 1.328 0.992
C 0.707 1.867 1.115
C -0.018 1.089 2.082
C 0.895 0.100 2.575
H 2.955 -0.407 2.004
H 2.742 1.666 0.304
H 0.322 2.730 0.589
H -0.892 1.436 2.623
H 0.661 -0.646 3.321
C -1.889 3.600 -1.670
C -3.166 3.135 -0.985
C -3.080 3.297 0.528
O -3.504 1.805 -1.338
H -1.707 4.654 -1.447
H -1.961 3.470 -2.750
H -1.033 3.020 -1.320
H -3.997 3.749 -1.349
H -2.221 2.755 0.926
H -3.982 2.908 1.001
H -2.970 4.352 0.791
Cl -1.523 0.364 -3.083
Si -2.561 0.446 -1.176
Cl 1.425 -4.413 0.491
Cl -2.261 -1.859 1.603
C 0.172 -4.779 1.434
N 2.878 -3.401 1.391
C 3.655 -2.806 0.600
C 3.579 -2.645 -0.871
C 2.563 -2.088 -1.542
N 1.446 -1.607 -0.885
C 0.557 -1.095 -0.349
O -3.635 -0.809 -1.313
N 2.464 -1.938 -2.913
H 0.328 -5.581 2.139
H -0.585 -4.014 1.542
H -3.520 -1.411 -0.567
H 4.541 -2.337 1.053
H 4.465 -2.904 -1.441
H 3.334 -1.970 -3.415
H 1.832 -1.212 -3.218

---

# 3
38
Properties=species:S:1:pos:R:3 method="wB97M-V/def2-TZVPD" lumo_ev=0.51 total_charge=-1
C 5.257 -0.192 -0.227
C 4.792 -0.521 -1.774
C 4.354 0.900 -2.495
C 3.418 1.849 -1.541
N 2.275 1.085 -0.844
C 1.068 1.973 -1.032
C -0.351 1.158 -0.981
C -0.303 -0.381 -1.536
F -1.286 1.901 -1.908
H 6.016 -1.018 0.176
H 4.293 -0.281 0.447
H 5.671 0.904 -0.082
H 3.900 -1.278 -1.856
H 5.729 -0.935 -2.386
H 3.857 0.743 -3.567
H 5.374 1.494 -2.671
H 4.092 2.440 -0.787
H 2.901 2.668 -2.240
H 2.532 1.166 0.184
H 1.047 2.674 -0.077
H -0.757 1.134 0.116
H 0.689 -0.964 -1.325
H -0.607 -0.490 -2.685
H -1.157 -0.973 -0.948
C -3.891 -0.240 3.153
C -4.800 -1.138 3.538
C -5.451 -2.049 2.555
O -6.268 -2.877 2.941
C -5.082 -1.910 1.138
C -4.175 -1.009 0.753
C -3.505 -0.118 1.739
O -2.662 0.687 1.358
O -3.826 -0.872 -0.578
O -5.170 -1.257 4.865
H -3.408 0.427 3.857
H -5.575 -2.566 0.432
H -3.153 -0.158 -0.598
H -5.839 -1.975 4.886

---

# 4
48
Properties=species:S:1:pos:R:3 method="wB97M-V/def2-TZVPD" relative_energy_ev=3.209 s_squared=1.17 lumo_ev="-6.84 / -4.09" total_charge=+1 spin_multiplicity=2
Fe -0.081 -0.423 0.944
O -1.703 1.848 4.110
C -0.912 1.494 3.128
O -1.288 0.998 2.084
C 0.530 1.843 3.410
O 1.370 1.118 2.518
C 2.258 0.273 3.093
C 1.435 -1.204 3.480
O 2.085 -1.768 4.322
O 0.414 -1.329 2.825
H -2.630 1.637 3.899
H 0.659 2.909 3.218
H 0.765 1.652 4.456
H 2.998 -0.038 2.359
H 2.688 0.632 4.023
C -2.541 1.990 -1.171
C -2.394 0.520 -1.349
N -1.710 -0.297 -0.568
C -1.883 -1.561 -1.068
C -2.693 -1.518 -2.159
N -3.000 -0.193 -2.318
C -3.212 -2.502 -3.150
O -2.989 -3.774 -2.903
O -3.806 -2.083 -4.113
C -1.143 -2.670 -0.441
O -1.352 -3.830 -0.770
O -0.266 -2.281 0.421
H -2.107 2.277 -0.216
H -3.593 2.275 -1.177
H -2.041 2.540 -1.970
H -3.579 0.136 -3.079
H -2.440 -3.906 -2.076
C 4.232 -0.197 -0.349
O 3.021 0.585 -0.234
P 1.568 0.142 -0.712
O 1.023 1.468 -1.424
C 0.887 2.676 -0.667
O 1.909 -0.764 -1.946
C 0.995 -1.491 -2.794
H 5.009 0.467 -0.714
H 4.103 -1.019 -1.045
H 4.509 -0.577 0.633
H 0.458 3.418 -1.331
H 1.861 3.019 -0.319
H 0.220 2.528 0.188
H 1.597 -1.910 -3.591
H 0.252 -0.815 -3.215
H 0.521 -2.295 -2.242

---

# 5
33
Properties=species:S:1:pos:R:3 method="wB97M-V/def2-TZVPD" relative_energy_ev=0.839 smiles=CCc1c[nH]c2ccccc12.CCC lumo_ev=0.88 total_charge=0
C 1.598 2.424 -2.648
C 0.574 2.080 -1.556
C 0.818 0.773 -0.836
C 0.894 -0.466 -1.382
N 1.316 -1.387 -0.433
C 1.596 -0.732 0.730
C 2.050 -1.182 1.966
C 2.341 -0.228 2.932
C 2.055 1.120 2.726
C 1.411 1.547 1.565
C 1.336 0.644 0.510
H 2.221 3.265 -2.318
H 1.057 2.897 -3.470
H 2.258 1.647 -3.012
H 0.584 2.858 -0.796
H -0.444 2.052 -1.943
H 0.776 -0.785 -2.406
H 1.237 -2.378 -0.566
H 2.396 -2.199 2.110
H 2.780 -0.546 3.867
H 2.411 1.884 3.403
H 1.050 2.565 1.484
C -2.617 -0.417 -0.751
C -3.521 -1.461 -0.109
C -2.744 -2.473 0.770
H -2.052 -0.791 -1.606
H -1.963 0.023 0.007
H -3.213 0.437 -1.087
H -4.215 -0.930 0.547
H -4.126 -2.008 -0.833
H -3.130 -3.487 0.652
H -1.665 -2.404 0.672
H -3.067 -2.340 1.810

---

# 6
33
Properties=species:S:1:pos:R:3 method="wB97M-V/def2-TZVPD" relative_energy_ev=1.619 smiles=Cc1c[nH]c2ccccc12.CC(C)C lumo_ev=0.90 total_charge=0
C -1.914 -1.536 -1.584
C -1.578 -1.100 -0.197
C -0.528 -1.671 0.457
N -0.311 -1.049 1.721
C -1.306 -0.127 1.835
C -1.420 0.904 2.761
C -2.478 1.801 2.636
C -3.271 1.849 1.498
C -3.033 0.997 0.447
C -2.088 -0.041 0.616
H -2.499 -2.481 -1.543
H -1.043 -1.780 -2.188
H -2.537 -0.758 -2.130
H -0.223 -2.697 0.455
H 0.145 -1.542 2.471
H -0.831 0.957 3.655
H -2.587 2.593 3.347
H -4.158 2.469 1.430
H -3.485 1.066 -0.542
C 2.953 1.046 -2.140
C 2.113 0.099 -1.262
C 2.775 -1.308 -1.168
C 2.061 0.711 0.201
H 3.510 1.842 -1.675
H 2.338 1.566 -2.885
H 3.641 0.588 -2.813
H 1.063 0.049 -1.635
H 3.777 -1.337 -0.703
H 2.272 -1.930 -0.465
H 2.617 -1.608 -2.189
H 2.824 1.475 0.343
H 1.015 1.075 0.346
H 2.185 -0.122 0.903